# 1
C11H11NO5SV | ωB97M-V with the def2-TZVPD basis set

Geometry as XYZ:
```
30
Properties=species:S:1:pos:R:3:mulliken_charge:R:1
V 0.361 -10.661 -0.688 1.469
O 2.831 -13.007 -1.410 -0.496
C 1.771 -12.574 -1.704 0.058
O 1.583 -11.225 -1.832 -0.762
C 0.590 -13.513 -1.776 0.392
C -0.574 -12.971 -2.512 -0.271
C -1.749 -13.866 -2.768 -0.884
C -2.252 -14.128 -1.333 -0.978
C -1.336 -13.258 -0.478 0.087
O -1.134 -12.116 -1.435 -0.077
C 0.029 -13.821 -0.339 -0.385
C 0.612 -13.048 0.867 0.237
O 0.868 -13.557 1.899 -0.505
O 0.721 -11.668 0.728 -0.702
H 1.064 -14.389 -2.204 0.567
H -0.318 -12.244 -3.319 0.574
H -1.446 -14.777 -3.288 0.414
H -2.565 -13.420 -3.306 0.317
H -2.196 -15.202 -1.136 0.377
H -3.244 -13.718 -1.230 0.401
H -1.726 -12.945 0.510 0.573
H 0.137 -14.842 -0.039 0.542
S -3.087 -8.016 -1.915 -0.003
C -2.173 -7.320 -0.676 -0.228
C -1.187 -8.180 -0.297 -0.504
N -1.164 -9.391 -0.975 -0.163
C -2.130 -9.451 -1.896 -0.260
H -2.414 -6.287 -0.412 0.413
H -0.366 -8.095 0.409 0.408
H -2.160 -10.269 -2.598 0.389
```

**LUMO energy (alpha / beta)**: -4.2 / -4.2 eV
**Spin multiplicity**: 3
**Total charge**: +1
**HOMO level (alpha / beta)**: -13.13 / -13.55 eV
**HOMO-LUMO gap (alpha / beta)**: 8.92 / 9.36 eV

---

# 2
C20H24N4O3S | ωB97M-V with the def2-TZVPD basis set

Geometry as XYZ:
```
52
Properties=species:S:1:pos:R:3:mulliken_charge:R:1
C -0.766 -3.402 -1.941 -0.941
C -0.485 -3.635 -0.674 0.006
C -0.747 -2.690 0.465 -1.060
N -1.122 -1.368 0.032 0.140
C -2.376 -0.927 -0.174 0.699
O -2.590 0.203 -0.606 -0.688
C -3.533 -1.802 0.130 0.172
C -4.816 -1.292 0.201 -0.180
S -5.888 -2.563 0.533 0.107
N -4.634 -3.657 0.550 -0.942
N -3.517 -3.135 0.333 0.170
H -5.122 -0.275 0.078 0.436
C -0.094 -0.379 -0.311 0.512
C 1.315 -0.890 -0.185 -0.676
C 1.959 -0.948 1.044 -0.321
C 3.255 -1.422 1.150 -0.735
C 3.934 -1.851 0.015 0.896
C 3.291 -1.791 -1.222 -0.872
C 2.002 -1.315 -1.317 -0.123
H 1.520 -1.280 -2.283 0.441
H 3.828 -2.124 -2.095 0.438
O 5.205 -2.336 0.001 -0.462
C 5.909 -2.416 1.217 -0.827
H 6.037 -1.430 1.674 0.330
H 6.886 -2.825 0.965 0.240
H 5.411 -3.084 1.927 0.333
H 3.721 -1.449 2.123 0.405
H 1.444 -0.610 1.931 0.531
H -0.273 -0.073 -1.351 0.940
C -0.326 0.834 0.614 -0.665
O -0.468 0.699 1.811 -0.752
N -0.290 2.023 -0.012 -0.111
H -0.346 2.037 -1.018 0.381
C -0.684 3.251 0.650 -0.177
H -0.616 3.042 1.720 0.582
C -2.112 3.657 0.242 -0.710
C -1.914 4.694 -0.859 -0.581
H -2.793 5.319 -1.008 0.387
C -0.707 5.486 -0.364 -0.609
H -0.230 6.065 -1.154 0.363
H -1.022 6.175 0.421 0.293
C 0.225 4.419 0.217 -0.862
H 0.811 4.803 1.050 0.297
H 0.922 4.066 -0.544 0.305
H -1.680 4.202 -1.805 0.268
H -2.681 2.786 -0.082 0.259
H -2.623 4.110 1.092 0.272
H 0.151 -2.610 1.083 0.424
H -1.544 -3.108 1.084 0.731
H -0.042 -4.573 -0.371 0.395
H -0.562 -4.127 -2.710 0.313
H -1.219 -2.481 -2.267 0.228
```

**SMILES string**: C=CCN(C(=O)c1csnn1)[C@@H](C(=O)NC1CCCC1)c1ccc(OC)cc1
**LUMO energy**: 0.2 eV
**Energy relative to the best compared isomer or geometry (same formula, charge and spin)**: 3.196 eV
**HOMO level**: -8.54 eV
**HOMO-LUMO gap**: 8.77 eV

---

# 3
C21H20F5OV | ωB97M-V with the def2-TZVPD basis set

Geometry as XYZ:
```
48
Properties=species:S:1:pos:R:3:mulliken_charge:R:1
V -0.715 -0.488 0.585 0.291
C -2.708 -0.966 -0.301 -0.323
C -1.893 -0.670 -1.448 -1.052
C -0.864 -1.652 -1.525 -0.069
H -2.053 0.123 -2.178 0.436
C -1.013 -2.547 -0.421 -0.838
C -2.167 -2.135 0.340 -0.623
H -2.654 -2.698 1.136 0.460
H -3.635 -0.473 -0.026 0.529
H -0.227 -1.826 -2.390 0.686
H -0.414 -3.443 -0.260 0.375
C -0.234 0.550 2.629 -0.891
C -1.048 -0.639 2.755 -0.481
C -0.220 -1.768 2.412 -0.856
H -2.040 -0.697 3.189 0.387
C 1.058 -1.267 2.012 -0.127
C 1.047 0.158 2.149 -0.529
H 1.918 0.805 2.047 0.369
H -0.517 1.561 2.918 0.526
H -0.476 -2.822 2.539 0.428
H 1.943 -1.875 1.845 0.686
O 1.518 -0.203 -0.750 -0.181
C 2.756 -0.949 -1.045 1.493
C 2.955 -0.226 -2.382 -0.649
C 2.498 -2.426 -1.159 -1.676
C 3.810 -0.571 -0.034 -1.725
C 1.749 0.573 -1.961 -0.733
H 2.768 -0.820 -3.274 0.318
H 3.857 0.373 -2.468 0.345
H 1.987 1.602 -1.675 0.304
H 0.884 0.484 -2.623 0.245
H 3.432 -2.907 -1.473 0.507
H 1.717 -2.627 -1.899 0.303
H 2.188 -2.842 -0.194 0.151
H 4.796 -0.670 -0.496 0.487
H 3.752 -1.236 0.829 0.309
H 3.670 0.463 0.296 0.330
F -0.359 2.337 -1.478 -0.242
C -1.325 2.622 -0.561 -0.063
C -1.689 1.663 0.369 0.428
C -2.777 2.017 1.145 0.668
F -3.354 1.102 1.979 -0.395
C -3.404 3.271 1.095 -0.119
F -4.427 3.541 1.929 -0.340
C -2.988 4.204 0.153 0.784
F -3.621 5.387 0.029 -0.341
C -1.938 3.878 -0.692 -0.251
F -1.546 4.725 -1.669 -0.336
```

**LUMO energy (alpha / beta)**: 2.8 / 2.8 eV
**Spin multiplicity**: 2
**Total charge**: -1
**HOMO level (alpha / beta)**: -2.54 / -2.04 eV
**HOMO-LUMO gap (alpha / beta)**: 5.37 / 4.87 eV

---

Max |F|? In order: 0.05533; 0.03308; 0.03152 Eh/bohr.